(1)
87
Properties=species:S:1:pos:R:3:mulliken_charge:R:1 method="wB97M-V/def2-TZVPD" gap_ev=6.95 homo_energy_ev=-8.281 spin_multiplicity=1 e_above_lowest_kj_mol=31.51
Ti 0.925 -1.082 1.044 0.190
O -0.566 2.438 5.124 -0.661
C 0.693 2.562 4.907 0.891
C 1.467 3.391 5.714 -0.786
C 2.807 3.650 5.515 -0.399
C 3.452 3.065 4.440 -0.967
C 2.707 2.122 3.689 -0.180
C 1.331 1.846 3.906 -0.067
C 0.787 0.813 3.043 1.575
O 1.461 0.460 1.948 -0.408
N -0.328 0.269 3.333 -1.691
N -0.704 -0.563 2.341 1.295
C -1.818 -1.186 2.528 -0.902
C -2.335 -2.155 1.616 0.428
C -3.610 -2.799 1.895 -1.088
C -4.161 -3.566 0.923 -0.642
C -3.492 -3.850 -0.304 -0.823
C -2.184 -3.377 -0.496 -0.538
C -1.594 -2.562 0.507 0.841
O -0.393 -2.114 0.256 0.863
H -0.792 1.603 4.673 0.509
H 0.984 3.841 6.578 0.416
H 3.424 4.362 6.065 0.392
H 4.510 3.017 4.249 0.419
H 3.229 1.530 2.894 0.266
H -2.334 -0.893 3.430 0.422
H -4.112 -2.563 2.813 0.453
H -5.151 -3.965 1.030 0.419
H -4.002 -4.480 -1.067 0.428
H -1.708 -3.537 -1.487 0.581
F 2.391 -5.025 1.513 -0.401
Te 3.354 -3.498 1.788 1.895
F 4.823 -4.534 1.638 -0.369
F 4.426 -1.994 1.929 -0.405
F 1.915 -0.836 -0.455 -0.600
F 3.508 -3.665 3.664 -0.412
O 1.835 -2.523 2.008 -0.158
O 0.981 -5.676 -2.829 -0.742
S 0.991 -4.287 -2.560 1.244
O -0.246 -3.538 -2.811 -0.713
N 1.571 -4.015 -1.090 -0.363
C 2.651 -3.451 -1.138 0.328
O 3.480 -3.215 -0.190 -0.635
C 3.080 -2.898 -2.442 0.661
C 4.196 -2.200 -2.854 -0.475
C 4.359 -1.910 -4.226 -0.672
C 3.551 -2.410 -5.193 -0.583
C 2.451 -3.171 -4.795 -0.417
C 2.282 -3.422 -3.434 -0.014
H 4.912 -1.817 -2.143 0.518
H 5.205 -1.281 -4.459 0.416
H 3.798 -2.277 -6.241 0.430
H 1.725 -3.669 -5.527 0.361
C -0.532 5.683 1.551 -0.437
C -1.734 5.329 0.880 -0.798
C -1.812 4.109 0.230 0.054
C -0.691 3.262 0.249 -0.027
C 0.450 3.565 0.910 -0.357
C 0.578 4.849 1.527 -0.673
As -0.731 1.394 -0.441 1.152
C -2.626 0.831 -0.663 0.286
C -3.542 1.226 0.357 -0.289
C -4.892 0.965 0.253 -1.023
C -5.329 0.192 -0.821 -0.527
C -4.458 -0.214 -1.823 -0.634
C -3.088 0.094 -1.760 0.012
C -0.369 1.645 -2.362 0.003
C -0.652 2.779 -3.148 -0.625
C -0.622 2.665 -4.537 -0.596
C -0.203 1.492 -5.128 -0.649
C 0.300 0.491 -4.380 -0.248
C 0.205 0.516 -3.014 0.013
H -0.291 6.657 2.074 0.276
H -2.582 5.975 0.944 0.456
H -2.786 3.884 -0.281 0.398
H 1.361 2.904 1.013 0.234
H 1.436 5.162 2.074 0.442
H -3.190 1.819 1.229 0.468
H -5.513 1.336 1.004 0.513
H -6.357 -0.116 -0.826 0.401
H -4.827 -0.902 -2.566 0.414
H -2.360 -0.363 -2.568 0.122
H -1.093 3.644 -2.650 0.311
H -0.870 3.484 -5.177 0.411
H -0.269 1.471 -6.209 0.380
H 0.687 -0.428 -4.806 0.449
H 0.669 -0.363 -2.390 -0.038

(2)
87
Properties=species:S:1:pos:R:3:mulliken_charge:R:1 method="wB97M-V/def2-TZVPD" gap_ev="6.45 / 6.43" homo_energy_ev="-12.856 / -12.856" spin_multiplicity=2 s_squared=0.7558 e_above_lowest_kj_mol=66.40 charge=+2
Ir 0.167 -0.217 -0.032 1.532
Br -3.340 4.100 -4.061 -0.063
C -2.355 2.945 -2.955 -0.438
C -1.416 3.454 -2.061 -0.604
C -0.714 2.555 -1.289 -0.570
N -0.890 1.235 -1.368 0.085
C -1.798 0.734 -2.222 1.008
C -2.549 1.577 -3.034 -0.808
C -1.931 -0.727 -2.247 0.734
C -2.708 -1.393 -3.188 -0.815
C -2.753 -2.775 -3.173 -0.688
Br -3.698 -3.709 -4.501 -0.076
C -2.055 -3.469 -2.188 -0.753
C -1.297 -2.737 -1.302 -0.930
N -1.206 -1.405 -1.339 0.686
H -1.232 4.514 -1.985 0.509
H 0.021 2.899 -0.573 0.473
H -3.297 1.185 -3.704 0.566
H -3.263 -0.846 -3.934 0.604
H -2.108 -4.545 -2.124 0.609
H -0.716 -3.238 -0.537 0.622
C 4.553 -2.020 3.059 -1.198
N 3.347 -1.292 2.677 0.877
C 2.863 -1.068 1.462 -0.146
N 1.642 -0.552 1.562 -0.171
C 1.431 -0.476 2.910 -0.683
N 2.440 -0.928 3.598 -0.923
C 4.230 -3.501 3.044 0.928
C 4.103 -4.232 4.218 -0.827
C 3.714 -5.565 4.171 -0.759
C 3.403 -6.169 2.967 -0.942
C 3.518 -5.435 1.788 -0.107
C 3.953 -4.114 1.833 0.062
C 3.133 -5.992 0.506 0.652
N 2.639 -7.157 0.215 -0.470
N 2.349 -7.159 -1.104 -0.487
C 2.673 -5.995 -1.577 0.649
O 3.175 -5.205 -0.596 -0.177
C 2.508 -5.444 -2.907 -0.086
C 1.927 -6.168 -3.946 -0.987
C 1.749 -5.558 -5.176 -0.755
C 2.133 -4.238 -5.380 -1.068
C 2.732 -3.520 -4.353 0.464
C 3.180 -2.086 -4.533 -0.765
N 2.772 -1.272 -3.392 1.014
C 1.635 -1.322 -2.703 -0.530
N 1.692 -0.445 -1.706 -0.059
C 2.915 0.138 -1.848 -0.596
N 3.587 -0.353 -2.853 -1.079
C 2.924 -4.132 -3.124 0.217
H 4.839 -1.694 4.056 0.438
H 5.350 -1.778 2.356 0.331
H 3.393 -1.252 0.545 0.629
H 0.536 -0.082 3.355 0.765
H 4.314 -3.761 5.168 0.444
H 3.634 -6.129 5.090 0.452
H 3.072 -7.197 2.916 0.575
H 4.074 -3.567 0.907 0.528
H 1.624 -7.192 -3.779 0.590
H 1.306 -6.113 -5.990 0.461
H 1.979 -3.773 -6.345 0.476
H 2.779 -1.665 -5.456 0.433
H 4.268 -2.024 -4.579 0.355
H 0.811 -1.975 -2.930 0.670
H 3.293 0.921 -1.215 0.500
H 3.417 -3.597 -2.322 0.724
O -3.777 0.184 -0.003 -0.532
C -2.945 0.033 0.861 0.422
C -2.979 2.411 1.751 -1.543
C -2.160 1.228 1.383 0.888
O -0.938 1.183 1.522 -0.625
H -2.353 3.300 1.791 0.379
H -3.406 2.246 2.745 0.390
H -3.801 2.521 1.045 0.408
O -3.239 -2.506 1.585 -0.603
B -2.643 -1.276 1.696 0.765
O -1.754 -1.241 2.757 -0.289
C -1.810 -2.491 3.323 0.656
C -1.128 -2.979 4.418 -0.872
C -1.393 -4.295 4.771 -0.693
C -2.302 -5.074 4.056 -0.557
C -2.986 -4.576 2.955 -1.030
C -2.720 -3.268 2.605 0.801
H -0.454 -2.351 4.984 0.512
H -0.886 -4.718 5.626 0.454
H -2.491 -6.088 4.379 0.440
H -3.715 -5.166 2.418 0.530